Entry 1:
Here is a cluster of 2 separate species, C3H3BrO2 in total from the Open Molecules 2025 dataset. Energies are from ωB97M-V with the def2-TZVPD basis set.

Structure (XYZ):
```
9
Properties=species:S:1:pos:R:3
C 0.241 -2.135 0.127
C -0.254 1.394 -0.424
C -0.378 0.671 0.798
O 0.222 -3.126 0.739
O 0.642 1.481 0.701
Br 1.021 -2.058 -1.801
H 0.237 1.043 -1.312
H -0.691 2.297 -0.528
H -1.039 0.433 1.701
```

Its net charge is 0. The energy above the lowest of the compared OMol25 structures with the same formula, charge and spin is 432.3 kJ/mol. The HOMO energy (spin up / spin down) is -8.01 / -9.14 eV. The LUMO energy (spin up / spin down) is -1.91 / 0.10 eV. The HOMO-LUMO gap (spin up / spin down) comes out at 6.10 / 9.24 eV.

=====

Entry 2:
Here is an isolated molecule of C4H5NO from the Open Molecules 2025 dataset. Energies are from ωB97M-V with the def2-TZVPD basis set.

Structure (XYZ):
```
11
Properties=species:S:1:pos:R:3
C -1.300 -0.284 -0.087
C 0.139 0.131 -0.212
C 1.187 -0.666 0.431
O 1.111 -0.570 -0.977
C 0.363 1.570 -0.347
N 0.564 2.694 -0.532
H -1.891 -0.044 -0.973
H -1.356 -1.350 0.146
H -1.696 0.272 0.772
H 1.915 -0.084 0.994
H 0.963 -1.669 0.786
```

Its net charge is 0. The energy above the lowest of the compared OMol25 structures with the same formula, charge and spin is 169.1 kJ/mol. The HOMO energy is -11.23 eV. The SMILES is C[C@@]1(C#N)CO1. The LUMO energy is 0.78 eV. The HOMO-LUMO gap comes out at 12.01 eV.

=====

Entry 3:
Here is a cluster of 11 separate species, C49H129N11O11 in total from the Open Molecules 2025 dataset. Energies are from ωB97M-V with the def2-TZVPD basis set.

Structure (XYZ):
```
200
Properties=species:S:1:pos:R:3
C -4.100 0.853 4.227
C -4.413 -0.217 3.238
C -5.358 0.321 2.117
O -5.529 -0.588 1.001
C -5.996 -0.010 -0.215
N -3.227 -0.871 2.736
H -3.538 1.583 3.709
H -3.511 0.459 5.080
H -5.026 1.215 4.680
H -5.072 -0.901 3.745
H -4.990 1.233 1.619
H -6.366 0.596 2.455
H -6.927 0.489 -0.047
H -6.089 -0.675 -1.030
H -5.200 0.686 -0.477
H -2.546 -0.187 2.400
H -3.502 -1.335 1.892
C -0.598 -4.483 3.192
C -0.880 -5.413 2.081
C -1.796 -4.796 0.918
O -3.159 -4.791 1.242
C -3.835 -3.950 0.370
N 0.373 -5.830 1.470
H -1.544 -4.068 3.536
H 0.039 -3.660 2.783
H -0.136 -4.971 4.030
H -1.429 -6.293 2.481
H -1.655 -5.421 -0.038
H -1.528 -3.774 0.608
H -3.606 -2.823 0.553
H -4.877 -4.136 0.514
H -3.708 -4.184 -0.675
H 1.106 -6.044 2.053
H 0.166 -6.654 0.867
C 5.578 -3.122 -2.303
C 4.910 -1.786 -2.470
C 5.692 -0.624 -2.081
O 5.802 -0.486 -0.684
C 6.086 0.899 -0.427
N 4.435 -1.660 -3.827
H 4.853 -3.873 -2.432
H 6.079 -3.105 -1.341
H 6.340 -3.272 -3.027
H 4.018 -1.797 -1.802
H 5.207 0.328 -2.450
H 6.717 -0.574 -2.595
H 5.303 1.468 -0.870
H 7.034 1.240 -0.795
H 6.118 1.077 0.687
H 3.656 -1.030 -3.933
H 4.235 -2.564 -4.217
C -5.381 5.530 -0.321
C -4.421 4.663 -1.243
C -4.868 4.508 -2.630
O -3.998 3.639 -3.307
C -4.136 3.552 -4.672
N -3.098 5.183 -1.150
H -5.480 6.513 -0.757
H -4.935 5.721 0.665
H -6.368 5.122 -0.086
H -4.506 3.656 -0.765
H -4.902 5.458 -3.143
H -5.947 4.131 -2.607
H -3.762 4.507 -5.174
H -5.173 3.361 -4.944
H -3.598 2.721 -5.024
H -2.478 4.747 -1.854
H -2.792 5.161 -0.204
C -0.248 0.665 5.528
C 0.743 -0.354 5.076
C 1.129 -1.261 6.254
O 1.749 -0.441 7.268
C 1.545 -0.918 8.619
N 0.174 -1.117 3.995
H -0.867 0.357 6.353
H -0.839 0.893 4.607
H 0.143 1.661 5.794
H 1.676 0.131 4.777
H 1.859 -2.011 5.928
H 0.209 -1.783 6.573
H 0.446 -0.970 8.921
H 1.976 -0.156 9.310
H 1.979 -1.945 8.790
H 0.670 -1.990 3.992
H -0.824 -1.140 3.967
C -3.395 -1.204 -2.822
C -3.603 -1.049 -4.341
C -2.551 -1.684 -5.194
O -1.344 -1.039 -4.896
C -0.216 -1.609 -5.608
N -4.934 -1.421 -4.719
H -4.146 -0.637 -2.292
H -2.429 -0.962 -2.352
H -3.576 -2.347 -2.550
H -3.339 -0.001 -4.474
H -2.866 -1.629 -6.288
H -2.471 -2.713 -4.883
H 0.712 -1.204 -5.239
H -0.329 -1.307 -6.585
H -0.252 -2.676 -5.458
H -5.576 -1.211 -3.988
H -5.221 -0.857 -5.524
C -0.139 2.843 -4.672
C 0.944 3.845 -4.295
C 2.276 3.380 -4.945
O 2.751 2.190 -4.308
C 3.871 1.700 -5.014
N 0.548 5.275 -4.583
H -0.279 2.789 -5.761
H -1.089 3.051 -4.304
H 0.149 1.875 -4.289
H 1.125 3.757 -3.237
H 3.031 4.186 -4.893
H 2.011 3.132 -5.970
H 4.637 2.474 -5.061
H 3.627 1.537 -6.072
H 4.167 0.806 -4.463
H 0.973 5.957 -3.975
H 0.472 5.614 -5.559
C 5.572 0.145 3.414
C 4.561 -0.081 4.542
C 4.137 -1.539 4.744
O 3.241 -2.202 3.881
C 3.804 -3.016 2.806
N 5.136 0.400 5.864
H 5.119 -0.087 2.427
H 6.390 -0.594 3.583
H 5.917 1.145 3.315
H 3.745 0.535 4.266
H 3.643 -1.591 5.757
H 5.057 -2.149 4.961
H 4.582 -2.387 2.262
H 3.021 -3.324 2.086
H 4.320 -3.895 3.154
H 4.421 0.309 6.590
H 5.948 -0.164 6.084
C 1.653 -4.509 -3.436
C 0.570 -3.810 -2.593
C -0.752 -4.359 -2.815
O -0.656 -5.804 -2.645
C -1.956 -6.362 -2.827
N 0.876 -3.696 -1.141
H 2.470 -3.881 -3.539
H 1.300 -4.832 -4.392
H 1.960 -5.415 -2.876
H 0.544 -2.803 -2.940
H -1.253 -4.194 -3.839
H -1.528 -3.998 -2.090
H -1.964 -7.355 -2.428
H -2.218 -6.487 -3.891
H -2.678 -5.744 -2.270
H 1.011 -4.594 -0.665
H 1.819 -3.298 -1.056
C 0.164 5.054 4.225
C -0.704 5.046 2.933
C 0.212 5.049 1.657
O -0.557 5.264 0.512
C 0.173 5.059 -0.652
N -1.494 3.793 2.964
H 0.363 6.125 4.533
H 1.117 4.577 4.026
H -0.318 4.487 5.079
H -1.412 5.851 2.929
H 0.699 4.033 1.643
H 1.004 5.765 1.703
H 1.137 5.488 -0.630
H -0.416 5.484 -1.437
H 0.299 3.936 -0.803
H -2.176 3.680 2.190
H -0.903 2.944 2.995
C -1.795 1.592 0.135
C -0.571 0.648 -0.067
C -0.094 0.686 -1.536
C 1.226 -0.021 -1.777
C 2.270 0.780 -1.042
C 1.962 0.789 0.486
N 0.555 1.199 0.703
O 0.235 1.296 2.062
C 2.364 -0.565 1.160
C 2.799 1.866 1.182
C -0.944 -0.799 0.367
H -2.727 1.124 -0.213
H -1.709 2.614 -0.226
H -1.871 1.676 1.237
H -0.925 0.227 -2.148
H -0.061 1.795 -1.798
H 1.526 -0.051 -2.824
H 1.103 -1.085 -1.429
H 2.228 1.835 -1.412
H 3.342 0.500 -1.106
H 1.647 -1.265 0.779
H 3.368 -0.834 0.762
H 2.190 -0.553 2.285
H 2.467 1.948 2.199
H 3.876 1.780 1.004
H 2.562 2.834 0.755
H -2.014 -1.003 0.083
H -0.874 -0.927 1.408
H -0.398 -1.627 -0.117
H 0.441 0.402 2.460
```

Its net charge is 0. The energy above the lowest of the compared OMol25 structures with the same formula, charge and spin is 347.0 kJ/mol. The HOMO energy is -7.94 eV. The SMILES is CC1(C)CCCC(C)(C)N1O.COC[C@H](C)N.COC[C@H](C)N.COC[C@H](C)N.COC[C@H](C)N.COC[C@H](C)N.COC[C@H](C)N.COC[C@H](C)N.COC[C@H](C)N.COC[C@H](C)N.COC[C@H](C)N. The LUMO energy is 0.63 eV. The HOMO-LUMO gap comes out at 8.57 eV.

=====

Entry 4:
Here is a structure of composition C3H5ClOS from the Open Molecules 2025 dataset. Energies are from ωB97M-V with the def2-TZVPD basis set.

Structure (XYZ):
```
11
Properties=species:S:1:pos:R:3
C 0.033 0.689 0.461
C -1.158 0.707 -0.343
C 0.690 -0.634 0.311
H 1.583 1.568 -0.918
H 0.030 0.868 1.639
H -0.906 1.062 -1.491
H -1.651 1.576 0.034
H 0.247 -1.467 1.367
O 0.819 1.768 0.101
S 2.195 -0.746 -0.192
Cl -2.256 -0.611 -0.055
```

Its net charge is 0. The energy above the lowest of the compared OMol25 structures with the same formula, charge and spin is 427.8 kJ/mol. The HOMO energy is -9.13 eV. The LUMO energy is -0.72 eV. The HOMO-LUMO gap comes out at 8.41 eV.

=====

Entry 5:
Here is a structure of composition C24H43ClIrNO3PSi3 from the Open Molecules 2025 dataset. Energies are from ωB97M-V with the def2-TZVPD basis set.

Structure (XYZ):
```
77
Properties=species:S:1:pos:R:3
Ir 0.841 0.139 0.122
C -2.352 1.673 -0.985
Si -2.075 -0.168 -1.186
C -1.268 -0.485 -2.847
C -3.757 -0.994 -1.272
C -1.024 -0.836 0.272
Si -0.920 -2.739 0.200
C -2.494 -3.455 0.926
C -0.730 -3.356 -1.555
C 0.496 -3.504 1.151
Si -1.725 -0.237 1.911
C -3.586 -0.168 2.032
C -1.097 -1.091 3.454
C -1.065 1.534 2.094
C -1.685 2.532 2.837
C -1.078 3.768 2.989
C 0.159 3.981 2.402
C 0.730 2.956 1.676
N 0.132 1.772 1.515
H -2.902 2.038 -1.857
H -1.416 2.231 -0.935
H -2.940 1.926 -0.100
H -1.263 0.430 -3.446
H -1.826 -1.242 -3.403
H -0.238 -0.832 -2.770
H -4.315 -0.516 -2.082
H -4.347 -0.895 -0.361
H -3.682 -2.055 -1.518
H -3.398 -3.103 0.428
H -2.588 -3.244 1.993
H -2.458 -4.543 0.818
H -1.579 -3.120 -2.197
H -0.638 -4.445 -1.518
H 0.170 -2.965 -2.037
H 0.465 -3.295 2.221
H 1.480 -3.218 0.781
H 0.410 -4.589 1.031
H -4.018 -1.163 1.911
H -4.049 0.494 1.301
H -3.862 0.182 3.031
H -1.058 -2.178 3.377
H -1.771 -0.845 4.278
H -0.110 -0.721 3.728
H -2.647 2.334 3.292
H -1.558 4.552 3.561
H 0.678 4.924 2.497
H 1.693 3.091 1.204
C 2.841 -1.665 3.530
O 3.114 -1.730 2.119
P 2.927 -0.527 1.114
O 3.790 0.601 1.823
C 4.457 1.656 1.110
O 3.891 -0.960 -0.080
C 3.522 -2.017 -0.983
H 3.172 -2.610 3.946
H 1.777 -1.546 3.703
H 3.400 -0.846 3.979
H 4.885 2.313 1.861
H 3.759 2.216 0.489
H 5.246 1.238 0.489
H 4.165 -1.926 -1.853
H 2.475 -1.922 -1.289
H 3.676 -2.982 -0.504
Cl 0.308 4.206 -1.567
C 0.499 3.057 -2.863
C -0.033 3.374 -4.100
C 0.168 2.516 -5.171
C 0.915 1.356 -5.003
C 1.429 1.047 -3.759
C 1.216 1.874 -2.648
C 1.782 1.529 -1.350
H -0.583 4.297 -4.222
H -0.244 2.767 -6.140
H 1.092 0.697 -5.842
H 2.009 0.141 -3.623
H 1.934 2.386 -0.699
H 2.678 0.905 -1.429
```

Its net charge is +1. The energy above the lowest of the compared OMol25 structures with the same formula, charge and spin is 0.0 kJ/mol. The HOMO energy (spin up / spin down) is -10.03 / -11.33 eV. The LUMO energy (spin up / spin down) is -2.43 / -4.83 eV. The HOMO-LUMO gap (spin up / spin down) comes out at 7.60 / 6.50 eV. Its spin multiplicity is 5.

=====

Entry 6:
Here is the ion C9H15N2S with charge +1 from the Open Molecules 2025 dataset. Energies are from ωB97M-V with the def2-TZVPD basis set.

Structure (XYZ):
```
27
Properties=species:S:1:pos:R:3
C -0.050 0.301 -2.631
C -0.375 1.297 -3.174
C 1.200 -1.427 -1.674
C 0.532 1.488 -0.294
C -0.966 -0.581 -0.633
C -0.654 0.740 0.120
C 1.009 -2.870 -1.401
C -1.759 1.403 0.775
C 1.453 -0.325 1.132
N -0.033 -0.759 -1.773
N 0.613 0.821 0.915
S 2.484 -0.657 -2.309
H -0.303 1.975 -3.886
H 1.303 1.166 -1.061
H 0.399 2.563 -0.175
H -0.832 -1.450 0.012
H -2.010 -0.700 -0.930
H 0.050 -2.955 -0.803
H 0.925 -3.354 -2.291
H 1.806 -3.325 -0.944
H -2.267 0.688 1.325
H -2.421 1.965 -0.040
H -1.583 2.327 1.342
H 2.448 -0.074 1.616
H 0.952 -0.941 1.748
H 1.677 -0.788 0.164
H 0.414 1.307 1.743
```

Its net charge is +1. The energy above the lowest of the compared OMol25 structures with the same formula, charge and spin is 468.2 kJ/mol. The HOMO energy is -12.21 eV. The SMILES is C#CN(C[C@]1(C)C[N@@H+]1C)C(C)=S. The LUMO energy is -3.66 eV. The HOMO-LUMO gap comes out at 8.55 eV.